{
  "formula": "C11H25BBr2ClIN3Pt",
  "method": "ωB97M-V with the def2-TZVPD basis set",
  "species": ["Pt", "I", "Br", "Br", "Cl", "N", "N", "N", "C", "C", "C", "C", "C", "C", "C", "C", "C", "C", "C", "B", "H", "H", "H", "H", "H", "H", "H", "H", "H", "H", "H", "H", "H", "H", "H", "H", "H", "H", "H", "H", "H", "H", "H", "H", "H"],
  "coordinates": [[0.55, 3.56, 1.60], [0.05, -2.29, -3.00], [-0.03, 0.11, -3.64], [-0.16, 2.91, -3.12], [3.98, -0.37, 0.17], [-1.40, -1.18, 2.56], [-2.46, 0.67, 1.57], [-2.24, -1.38, 0.31], [-1.11, 1.94, -1.67], [-2.59, 2.21, -1.82], [-0.70, 0.46, -1.73], [-0.19, 0.02, 0.83], [2.94, 1.09, 0.00], [0.59, -2.86, -0.08], [2.52, 1.57, 1.38], [0.91, -1.70, -1.02], [1.78, 0.84, -0.98], [-1.59, -0.47, 1.29], [1.65, -2.92, 1.04], [0.44, -0.09, -0.68], [1.63, 2.23, 1.13], [-1.16, -2.15, 2.42], [-0.66, 2.40, -0.78], [2.61, -3.27, 0.66], [2.26, 0.47, -1.90], [0.62, -3.83, -0.59], [-2.87, -0.88, -0.31], [-2.91, 2.15, -2.86], [-3.16, 1.48, -1.25], [-0.12, 1.08, 1.13], [-2.02, 1.57, 1.52], [1.82, -1.95, 1.51], [-1.59, -0.17, -1.79], [-0.41, -2.75, 0.32], [3.31, 2.12, 1.89], [1.30, -3.61, 1.80], [3.59, 1.84, -0.44], [0.51, -0.46, 1.51], [-2.26, -1.13, 3.09], [1.45, 1.86, -1.24], [1.96, -1.75, -1.32], [-2.84, 3.21, -1.45], [-3.34, 0.66, 1.07], [2.16, 0.78, 2.04], [-2.81, -2.04, 0.82]],
  "nbo_charge": [0.02, 0.71, 0.41, 0.10, -0.08, -0.85, -0.87, -0.89, -0.27, -0.65, -0.31, -0.70, -0.16, -0.50, -0.55, -0.30, -0.69, 0.42, -0.60, 0.33, 0.08, 0.35, 0.27, 0.22, 0.21, 0.20, 0.35, 0.23, 0.22, 0.22, 0.38, 0.22, 0.21, 0.24, 0.25, 0.23, 0.22, 0.25, 0.38, 0.22, 0.22, 0.25, 0.36, 0.24, 0.38],
  "lumo_energy_ev": -6.4065,
  "total_charge": 1,
  "multiplicity": 1,
  "total_energy_ha": -6647.9882,
  "e_homo_ev": -10.731
}